# 1
{"formula": "C40H44N5O3S3SiSn", "method": "ωB97M-V/def2-TZVPD", "elements": ["Sn", "C", "Si", "C", "C", "N", "C", "C", "C", "C", "C", "C", "O", "C", "C", "C", "C", "C", "C", "H", "H", "H", "H", "H", "H", "H", "H", "H", "H", "H", "H", "H", "H", "H", "H", "H", "H", "C", "C", "C", "C", "C", "C", "C", "S", "O", "O", "N", "C", "C", "C", "C", "C", "C", "C", "C", "N", "C", "H", "H", "H", "H", "H", "H", "H", "H", "H", "H", "H", "H", "H", "S", "C", "C", "C", "C", "C", "C", "H", "H", "H", "H", "H", "C", "N", "C", "S", "N", "C", "H", "H", "H", "H", "H", "H", "H", "H"], "positions_angstrom": [[-0.093, 0.075, -0.715], [2.475, 4.686, -2.438], [2.941, 3.990, -0.706], [4.526, 2.985, -1.061], [3.704, 5.460, 0.294], [1.675, 3.141, 0.067], [0.521, 3.775, 0.384], [0.283, 5.157, 0.191], [-0.909, 5.775, 0.483], [-1.989, 5.049, 0.961], [-1.807, 3.696, 1.177], [-0.589, 3.091, 0.948], [-0.470, 1.720, 1.260], [-0.298, 1.451, 2.595], [-1.273, 1.685, 3.555], [-1.005, 1.422, 4.887], [0.227, 0.928, 5.279], [1.184, 0.658, 4.318], [0.917, 0.908, 2.986], [3.036, 5.575, -2.716], [1.418, 4.935, -2.466], [2.645, 3.933, -3.203], [5.261, 3.648, -1.509], [4.347, 2.188, -1.770], [4.982, 2.564, -0.173], [3.986, 6.291, -0.348], [4.598, 5.149, 0.829], [3.005, 5.834, 1.032], [1.088, 5.754, -0.202], [-1.006, 6.841, 0.317], [-2.943, 5.514, 1.163], [-2.628, 3.087, 1.525], [-2.241, 2.063, 3.272], [-1.770, 1.606, 5.628], [0.441, 0.754, 6.325], [2.148, 0.262, 4.608], [1.633, 0.713, 2.207], [-5.900, -5.218, -0.818], [-4.635, -4.570, -0.331], [-3.734, -4.005, -1.226], [-2.598, -3.356, -0.772], [-2.348, -3.278, 0.584], [-3.213, -3.866, 1.488], [-4.352, -4.508, 1.031], [-0.949, -2.323, 1.186], [-0.432, -2.987, 2.357], [-1.412, -0.961, 1.379], [0.069, -2.194, -0.030], [0.689, -3.190, -0.689], [1.074, -4.405, -0.147], [1.790, -5.322, -0.916], [2.128, -5.061, -2.221], [1.702, -3.866, -2.832], [1.929, -3.540, -4.186], [1.382, -2.397, -4.708], [0.635, -1.557, -3.871], [0.460, -1.799, -2.596], [0.966, -2.926, -2.068], [-5.989, -5.118, -1.897], [-6.770, -4.752, -0.356], [-5.922, -6.278, -0.565], [-3.928, -4.050, -2.288], [-1.921, -2.882, -1.465], [-2.988, -3.806, 2.542], [-5.040, -4.957, 1.735], [0.824, -4.616, 0.882], [2.086, -6.262, -0.466], [2.694, -5.779, -2.799], [2.527, -4.207, -4.792], [1.531, -2.125, -5.742], [0.174, -0.654, -4.245], [-2.239, 0.237, -2.024], [-3.542, 0.679, -0.901], [-4.245, -0.317, -0.235], [-5.343, -0.001, 0.540], [-5.764, 1.313, 0.656], [-5.049, 2.311, 0.012], [-3.946, 2.001, -0.763], [-3.926, -1.341, -0.333], [-5.876, -0.796, 1.045], [-6.644, 1.555, 1.237], [-5.353, 3.343, 0.108], [-3.395, 2.781, -1.266], [3.933, 0.572, 1.367], [3.165, 0.520, 0.142], [3.518, -0.159, -0.952], [2.819, 0.187, -2.429], [4.484, -1.124, -0.939], [4.768, -2.043, 0.149], [3.711, 1.517, 1.861], [5.007, 0.524, 1.170], [3.659, -0.251, 2.033], [2.563, 1.349, -0.024], [4.592, -1.521, -1.863], [3.861, -2.305, 0.700], [5.504, -1.622, 0.839], [5.188, -2.952, -0.277]], "forces_ev_per_a": [[0.50, -0.14, -0.05], [-0.06, -0.22, 0.52], [0.76, 0.57, -0.40], [-0.56, 0.06, 0.13], [-0.44, -0.36, -0.09], [0.61, -0.08, -0.08], [0.24, -0.56, 0.02], [0.07, 0.09, -0.03], [-0.21, 0.21, -0.05], [-0.11, 0.13, 0.00], [-0.02, -0.16, 0.06], [-0.18, 0.13, -0.05], [-0.31, 0.31, -0.03], [0.33, -0.14, 0.72], [-0.10, 0.02, -0.25], [-0.03, 0.02, 0.06], [0.07, -0.06, 0.13], [0.08, -0.06, 0.03], [-0.11, 0.12, -0.34], [0.15, 0.12, 0.05], [-0.24, 0.09, -0.03], [0.05, -0.22, -0.11], [0.07, 0.33, -0.07], [-0.03, -0.21, -0.18], [0.11, -0.08, 0.29], [0.03, 0.13, -0.19], [0.15, -0.16, 0.07], [-0.17, 0.16, 0.21], [0.14, 0.16, -0.08], [0.00, 0.04, -0.03], [-0.07, 0.05, 0.00], [-0.04, -0.05, 0.01], [-0.07, 0.03, -0.06], [-0.07, 0.04, 0.04], [-0.03, -0.04, 0.05], [0.06, -0.05, 0.00], [0.10, -0.02, -0.02], [0.04, -0.02, 0.03], [0.04, 0.03, -0.03], [-0.04, -0.03, 0.11], [0.19, 0.00, -0.12], [0.48, 0.14, 0.03], [-0.03, -0.04, 0.23], [0.04, 0.09, -0.06], [0.37, -0.32, -0.12], [-0.16, -0.26, -0.12], [-0.18, 0.24, -0.18], [-1.33, 1.11, 0.86], [0.55, -0.99, -0.18], [-0.21, 0.43, 0.05], [0.25, -0.25, -0.47], [0.07, -0.31, 0.18], [-0.20, 0.36, 0.18], [-0.12, 0.22, -0.05], [0.20, -0.30, -0.05], [-0.13, -0.07, 0.24], [-0.45, 0.32, -0.24], [0.28, -0.59, -0.04], [-0.06, -0.03, -0.07], [-0.05, 0.01, -0.01], [-0.01, -0.06, 0.00], [-0.04, 0.01, -0.10], [0.03, 0.08, -0.15], [-0.02, -0.03, 0.12], [-0.02, 0.00, 0.08], [0.05, -0.01, 0.08], [0.03, -0.01, 0.00], [0.03, -0.04, -0.04], [0.00, -0.04, -0.10], [0.00, 0.00, -0.07], [0.03, 0.14, -0.13], [-0.28, -0.19, -0.20], [0.19, -0.07, -0.25], [0.02, -0.04, 0.06], [-0.13, -0.13, 0.08], [-0.06, 0.09, 0.06], [-0.16, 0.10, 0.07], [0.07, 0.03, -0.05], [-0.02, -0.05, -0.01], [-0.06, -0.02, 0.05], [0.01, 0.04, 0.06], [-0.04, 0.11, 0.01], [0.07, 0.06, -0.04], [0.14, -0.20, 0.13], [0.21, -0.04, -0.14], [0.01, 0.16, -0.12], [-0.07, 0.22, -0.60], [0.12, -0.16, 0.04], [0.03, 0.13, 0.30], [-0.02, -0.02, -0.03], [-0.05, 0.06, -0.02], [0.11, 0.09, 0.10], [-0.20, -0.11, 0.12], [-0.12, 0.17, 0.18], [0.05, -0.04, 0.00], [-0.09, -0.15, 0.04], [-0.05, -0.01, 0.01]], "homo_ev": -3.82, "charge": -1, "gap_ev": 6.00}

# 2
{"formula": "C12H26O5Sn", "method": "ωB97M-V/def2-TZVPD", "elements": ["Sn", "C", "C", "O", "C", "C", "O", "C", "C", "O", "C", "C", "O", "H", "H", "H", "H", "H", "H", "H", "H", "H", "H", "H", "H", "H", "H", "H", "H", "C", "C", "O", "C", "C", "H", "H", "H", "H", "H", "H", "H", "H", "H", "H"], "positions_angstrom": [[0.865, 0.624, 0.399], [1.923, -0.511, 3.582], [2.904, 0.679, 3.537], [3.106, 1.033, 2.184], [4.287, 1.540, 1.635], [4.370, 1.121, 0.154], [3.065, 0.726, -0.326], [3.049, -0.201, -1.469], [2.734, -1.577, -0.935], [1.537, -1.439, -0.093], [1.389, -2.461, 0.952], [0.538, -1.851, 2.040], [1.101, -0.539, 2.389], [1.280, -0.421, 4.457], [2.500, -1.436, 3.645], [3.852, 0.490, 4.049], [2.452, 1.586, 4.000], [5.166, 1.280, 2.236], [4.181, 2.654, 1.723], [5.056, 0.272, 0.079], [4.748, 1.944, -0.453], [3.999, -0.174, -2.002], [2.282, 0.172, -2.153], [3.541, -1.958, -0.307], [2.531, -2.284, -1.739], [2.386, -2.720, 1.312], [0.914, -3.344, 0.526], [0.478, -2.491, 2.921], [-0.486, -1.661, 1.708], [-5.435, 1.263, 0.052], [-5.747, 0.753, -1.321], [-4.594, 0.400, -2.062], [-4.823, -0.063, -3.400], [-4.141, 0.909, -4.375], [-6.348, 1.241, 0.646], [-5.079, 2.292, 0.023], [-4.703, 0.625, 0.546], [-6.302, 1.472, -1.958], [-6.407, -0.137, -1.348], [-5.893, -0.165, -3.571], [-4.332, -1.044, -3.429], [-4.828, 1.714, -4.627], [-3.882, 0.358, -5.277], [-3.234, 1.331, -3.947]], "forces_ev_per_a": [[0.45, -0.15, 0.20], [-0.04, 0.02, 0.03], [0.02, -0.02, 0.01], [0.01, 0.03, 0.01], [0.01, -0.02, 0.00], [-0.02, 0.07, -0.04], [-0.02, 0.05, -0.01], [0.00, 0.01, 0.00], [-0.01, 0.01, 0.02], [0.02, 0.00, 0.01], [0.01, 0.02, 0.00], [-0.03, 0.01, 0.00], [0.02, 0.03, 0.00], [0.03, -0.04, 0.03], [0.02, 0.00, -0.05], [-0.02, 0.02, 0.04], [-0.03, 0.00, -0.04], [0.01, 0.02, 0.00], [-0.02, 0.00, -0.01], [-0.02, -0.02, 0.03], [0.04, -0.02, -0.01], [0.01, -0.01, 0.02], [0.01, -0.01, -0.02], [0.01, -0.02, -0.02], [-0.02, 0.01, -0.01], [0.00, -0.01, 0.00], [0.00, 0.00, 0.00], [0.03, 0.00, 0.00], [-0.01, -0.02, 0.01], [-0.01, -0.02, 0.00], [-0.04, 0.08, -0.04], [-0.48, 0.01, -0.20], [-0.03, 0.01, 0.03], [-0.01, 0.02, 0.00], [-0.01, 0.04, -0.01], [0.04, -0.01, 0.00], [-0.02, -0.01, 0.01], [-0.01, 0.00, 0.01], [0.05, -0.04, 0.02], [0.01, -0.06, -0.04], [0.08, 0.04, 0.02], [0.02, 0.03, 0.04], [-0.05, 0.01, -0.02], [0.03, -0.05, -0.02]], "homo_ev": [-22.30, -22.50], "charge": 4, "e_above_lowest_kj_mol": 0.0, "gap_ev": [4.30, 8.32]}